Computed, not measured: a single C3H6N4O3S molecule, with ωB97M-V/def2-TZVPD.

```
17
Properties=species:S:1:pos:R:3:forces:R:3:nbo_charge:R:1
C -0.437506 0.843530 0.770173 0.5 -2.3 0.5 -0.048
C -1.589501 0.522581 1.359695 -0.1 0.6 -0.3 -0.125
C 1.321223 -0.760058 -0.044388 -0.3 -1.2 0.0 0.766
N 0.055923 -0.385075 0.244049 -1.2 3.4 -0.8 -0.312
N -2.087997 -0.728289 0.927638 -0.1 1.5 -1.1 -0.425
N 2.196889 0.194169 -0.416331 0.4 2.4 -0.4 -0.828
N -1.002695 -1.319109 0.250899 0.4 -1.3 0.4 -0.285
O -3.690042 1.114867 -0.656856 0.0 0.8 0.4 -0.885
O 1.577066 -1.925981 0.091577 0.9 -1.6 -0.4 -0.623
O -4.467639 -1.156873 0.262204 1.1 1.5 -0.8 -0.866
S -3.316391 -0.267087 -0.618052 -0.5 -2.6 1.0 1.513
H 0.202699 1.692976 0.824369 0.1 0.4 0.2 0.233
H -2.159146 1.094090 2.033427 -0.7 0.8 0.4 0.228
H 1.821702 1.078586 -0.710775 -0.6 0.2 0.3 0.375
H 2.927681 0.040642 -1.075307 0.6 -1.3 0.1 0.411
H -4.064272 -0.964033 1.129607 -0.6 -0.8 0.3 0.490
H -0.690285 -2.099951 0.808482 0.2 -0.5 0.1 0.380
```
Positions in Å, forces in eV/Å.

Summary:
F_max: 3.7 eV/A
ΔE to the lowest compared entry with this formula, charge and spin: 133.09 kJ/mol
HOMO-LUMO gap: 7.82 eV
HOMO level: -7.914 eV
LUMO energy: -0.09 eV